1.
110
Properties=species:S:1:pos:R:3 method="wB97M-V/def2-TZVPD" spin_multiplicity=2 e_homo_ev="-5.1 / -5.2" gap_ev="5.895 / 4.797" total_charge=-1
Ba -0.379 -0.021 0.414
C 4.928 -4.175 -2.227
C 3.896 -5.178 -2.132
C 2.605 -4.917 -1.762
C 2.165 -3.555 -1.544
C 0.898 -2.858 -1.325
N 1.142 -1.583 -1.336
C 2.427 -1.347 -1.607
N 2.989 -0.112 -1.626
C 2.357 1.042 -1.630
C 2.886 2.422 -1.617
C 4.155 2.883 -1.444
C 4.307 4.266 -1.425
C 3.277 5.163 -1.688
C 1.956 4.682 -1.844
C 1.785 3.241 -1.869
C 0.677 2.382 -1.930
N -0.477 3.100 -2.183
C -1.570 2.385 -2.296
N -1.829 1.102 -1.906
C -3.085 0.758 -2.156
N -3.646 -0.374 -1.990
C -2.983 -1.568 -1.694
N -1.700 -1.703 -1.689
C -1.428 -3.040 -1.150
N -0.221 -3.593 -1.044
C -2.727 -3.718 -0.976
C -3.045 -4.892 -0.404
C -4.364 -5.356 -0.380
C -5.365 -4.464 -0.763
C -5.044 -3.163 -1.237
C -3.719 -2.805 -1.319
C -3.835 1.952 -2.771
C -5.055 2.054 -3.417
C -5.257 3.231 -4.200
C -4.408 4.271 -4.171
C -3.211 4.113 -3.493
C -2.867 2.927 -2.888
N 0.944 1.111 -1.743
C 3.156 -2.573 -1.710
C 4.527 -2.887 -1.978
H 5.809 -4.529 -2.534
H 4.370 -6.176 -2.410
H 1.901 -5.719 -1.703
H 5.040 2.282 -1.302
H 5.224 4.764 -1.156
H 3.490 6.238 -1.683
H 1.138 5.326 -1.924
H -2.090 -5.375 -0.119
H -4.647 -6.281 0.032
H -6.450 -4.806 -0.867
H -5.820 -2.413 -1.486
H -5.681 1.189 -3.484
H -6.224 3.199 -4.824
H -4.602 5.202 -4.706
H -2.537 4.924 -3.463
H 5.149 -1.962 -1.998
C 5.776 -1.084 2.491
C 4.708 -1.410 1.380
C 3.673 -2.497 1.698
C 4.098 -3.828 1.666
C 3.164 -4.879 1.836
C 1.805 -4.618 2.117
C 1.351 -3.294 2.160
C -0.092 -2.884 2.432
C -1.163 -3.899 2.717
C 2.277 -2.245 1.932
N 1.738 -0.884 2.049
C 2.495 -0.032 2.680
C 2.124 1.406 2.671
C 2.906 2.485 3.071
C 2.350 3.627 2.453
C 1.336 3.133 1.685
N 1.154 1.815 1.847
H 6.775 -0.897 2.159
H 5.900 -2.056 3.014
H 5.417 -0.377 3.280
H 5.256 -1.907 0.579
H 4.230 -0.471 0.994
H 5.168 -4.025 1.460
H 3.406 -5.904 1.713
H 1.171 -5.449 2.191
H -0.479 -2.472 1.495
H -0.233 -2.168 3.203
H -1.014 -4.852 2.233
H -2.144 -3.452 2.341
H -1.184 -4.141 3.782
H 3.315 -0.409 3.368
H 3.709 2.495 3.835
H 2.636 4.649 2.571
H 0.639 3.751 1.068
F -4.126 1.114 0.676
As -3.934 -0.164 1.906
F -2.985 -1.089 0.791
F -2.407 0.731 2.282
F -3.612 -1.187 3.194
F -4.901 0.807 2.913
F -5.234 -1.178 1.410
S -4.449 7.701 1.179
C -3.490 6.369 1.318
N -3.655 5.294 0.552
C -2.956 4.114 0.691
C -2.045 3.969 1.699
C -1.864 5.095 2.575
C -2.525 6.280 2.319
H -4.342 5.343 -0.173
H -3.379 3.208 0.140
H -1.627 3.002 1.796
H -1.155 5.189 3.372
H -2.516 7.109 2.972

***

2.
102
Properties=species:S:1:pos:R:3 method="wB97M-V/def2-TZVPD" e_homo_ev=-10.9 gap_ev=9.181 total_charge=+1
N 0.964 -0.118 0.337
H 0.674 -0.976 0.598
H 1.741 0.101 0.915
H 0.461 0.660 0.551
H 1.537 -0.157 -0.637
C 2.271 -2.283 -2.327
C 2.513 -1.086 -3.186
C 1.371 -0.530 -4.094
O 1.179 -1.510 -5.151
C 0.453 -1.096 -6.199
N 2.988 0.084 -2.387
H 2.024 -2.994 -3.059
H 1.433 -2.130 -1.602
H 3.273 -2.549 -1.711
H 3.316 -1.101 -3.765
H 1.681 0.398 -4.523
H 0.388 -0.498 -3.681
H 0.263 -1.930 -6.803
H 1.130 -0.452 -6.773
H -0.606 -0.854 -5.764
H 3.104 0.785 -2.959
H 3.761 0.054 -2.159
C -0.428 1.019 3.998
C -0.457 2.290 3.023
C -0.818 3.489 3.800
O -0.822 4.584 2.902
C -1.484 5.749 3.313
N 0.845 2.469 2.404
H 0.149 1.014 4.805
H -0.125 -0.005 3.478
H -1.343 0.960 4.409
H -1.217 2.067 2.218
H -0.146 3.808 4.588
H -1.769 3.253 4.125
H -2.403 5.424 3.718
H -1.612 6.327 2.649
H -1.183 5.938 4.147
H 1.623 2.589 3.022
H 0.676 3.091 1.416
C -1.515 3.813 -0.288
C -2.638 2.838 -0.424
C -3.853 3.376 -1.295
O -3.382 3.843 -2.469
C -4.246 4.810 -3.008
N -2.164 1.630 -1.077
H -1.857 4.679 0.320
H -0.800 4.060 -1.139
H -0.870 3.195 0.466
H -3.111 2.395 0.525
H -4.127 4.046 -0.757
H -4.849 2.840 -1.151
H -3.883 5.660 -2.409
H -5.248 4.487 -2.956
H -3.904 4.978 -4.023
H -1.983 1.879 -1.977
H -2.922 0.938 -1.216
C -1.152 -4.297 -1.864
C -1.819 -3.693 -0.679
C -2.493 -2.304 -0.982
O -1.431 -1.510 -1.286
C -1.821 -0.230 -1.808
N -2.740 -4.555 0.016
H -0.575 -5.227 -1.867
H -0.697 -3.675 -2.248
H -1.840 -4.841 -2.552
H -1.081 -3.481 -0.075
H -2.971 -1.901 -0.071
H -3.156 -2.311 -1.619
H -2.544 0.233 -1.220
H -2.187 -0.301 -2.793
H -0.954 0.379 -1.779
H -3.658 -4.499 -0.673
H -2.936 -4.309 0.889
C 2.085 -1.855 3.289
C 2.437 -3.265 2.505
C 1.810 -4.454 3.258
O 0.399 -4.276 3.214
C -0.213 -5.241 4.110
N 1.836 -3.225 1.266
H 0.982 -1.638 3.155
H 2.762 -1.007 2.827
H 2.475 -1.914 4.192
H 3.392 -3.579 2.471
H 2.354 -4.845 4.404
H 2.273 -5.331 2.705
H -1.261 -5.307 4.403
H 0.060 -5.017 5.104
H -0.086 -6.127 3.693
H 0.786 -3.567 1.493
H 2.177 -4.020 0.851
C 5.133 -0.975 0.881
O 4.387 0.138 0.416
H 5.715 -1.257 -0.044
H 4.441 -1.646 1.266
H 5.677 -0.678 1.802
H 4.374 0.953 1.019
C 1.371 3.315 -1.551
O 0.427 2.660 -0.684
H 2.458 3.544 -0.921
H 0.808 4.269 -1.911
H 1.428 2.752 -2.371
H -0.448 2.796 -1.032

***

3.
15
Properties=species:S:1:pos:R:3 method="wB97M-V/def2-TZVPD" e_homo_ev=-9.2 gap_ev=4.974
N -0.718 -0.189 -0.633
C -1.253 0.785 0.293
C -2.341 0.129 1.163
S -3.886 -0.324 0.346
S 2.282 0.318 -0.357
H -0.938 -0.064 -1.618
H 0.311 -0.091 -0.621
H -0.475 1.083 0.994
H -1.630 1.718 -0.144
H -1.907 -0.769 1.611
H -2.668 0.747 2.001
H -3.317 -0.995 -0.672
H 6.122 -0.344 -0.850
H 4.758 -0.838 -0.854
O 5.659 -1.168 -0.660

***

For each record above, in turn, the calculated energy above the lowest of the compared OMol25 structures with the same formula, charge and spin values are 51.4 1223.6 423.7 kJ/mol.